# 1
A structure of composition C14H15IrN9O2S2SbSe5 at a distorted geometry, computed with ωB97M-V/def2-TZVPD.

Its total energy is -14333.98153 Ha. Its total charge is -1. As for the spin multiplicity: 6. The energy above the lowest of the compared OMol25 structures with the same formula, charge and spin is 0.0 kJ/mol. As for the HOMO energy (alpha / beta): -5.1 / -5.3 eV. The LUMO energy (alpha / beta) is 0.06931 / 0.00218 Eh. The orbital gap (alpha / beta) comes out at 6.99 / 5.33 eV.

Geometry (Å):
Ir (0.888, -1.148, -1.829)
Se (0.090, 0.940, -6.789)
Sb (1.676, -0.815, -6.431)
Se (0.086, -2.386, -3.662)
Se (2.212, -0.419, -3.707)
Se (3.922, -0.621, -7.223)
N (-4.600, 0.547, 4.137)
C (-3.464, 0.836, 3.376)
C (-3.380, 2.028, 2.656)
C (-2.246, 2.327, 1.923)
C (-1.181, 1.437, 1.909)
C (-1.245, 0.259, 2.637)
C (-2.379, -0.041, 3.368)
S (0.239, 1.789, 0.923)
O (0.335, 3.217, 0.786)
O (1.362, 1.116, 1.579)
N (0.101, 1.006, -0.461)
C (-0.853, 1.330, -1.367)
N (-1.796, 2.258, -1.165)
C (-2.663, 2.431, -2.157)
C (-2.631, 1.716, -3.342)
C (-1.629, 0.762, -3.452)
N (-0.757, 0.578, -2.481)
H (-5.441, 0.997, 3.814)
H (-4.747, -0.436, 4.306)
H (-4.214, 2.720, 2.668)
H (-2.176, 3.238, 1.347)
H (-0.406, -0.424, 2.628)
H (-2.431, -0.966, 3.930)
H (-3.427, 3.184, -1.989)
H (-3.344, 1.882, -4.135)
H (-1.509, 0.145, -4.333)
C (3.936, -0.043, 2.359)
C (3.720, -1.332, 1.654)
N (4.059, -2.495, 2.107)
N (3.699, -3.372, 1.118)
C (3.141, -2.789, 0.048)
S (2.594, -3.442, -1.376)
N (3.145, -1.466, 0.404)
N (2.572, -0.478, -0.400)
H (4.955, -0.012, 2.741)
H (3.240, 0.052, 3.191)
H (3.761, 0.805, 1.702)
H (3.843, -4.359, 1.229)
H (2.114, 0.213, 0.219)
H (3.293, -0.042, -0.971)
Se (-0.536, -2.083, 0.041)
C (-0.861, -3.782, -0.587)
N (-1.065, -4.861, -0.944)

Mulliken population analysis, charges in e, atoms 1 to 2: Ir 1.256; Se -0.501


# 2
A structure of composition C14H15N2O2SSe3TeW, computed with ωB97M-V/def2-TZVPD.

Its total energy is -8739.17546 Ha. Its total charge is +3. The energy above the lowest of the compared OMol25 structures with the same formula, charge and spin is 0.0 kJ/mol. As for the HOMO energy: -17.9 eV. The LUMO energy is -0.42979 Eh. The orbital gap comes out at 6.23 eV.

Geometry (Å):
W (0.400, 1.402, 1.183)
C (-3.634, 1.356, 2.935)
C (-2.454, 0.812, 2.228)
O (-1.510, 1.640, 1.982)
C (-2.361, -0.557, 1.827)
C (-3.277, -1.523, 2.289)
C (-3.186, -2.829, 1.870)
C (-2.203, -3.200, 0.950)
C (-1.311, -2.265, 0.448)
C (-1.379, -0.959, 0.894)
O (-0.501, -0.047, 0.385)
H (-3.580, 2.440, 2.990)
H (-3.658, 0.957, 3.955)
H (-4.562, 1.051, 2.451)
H (-4.048, -1.241, 2.993)
H (-3.880, -3.569, 2.245)
H (-2.142, -4.228, 0.618)
H (-0.569, -2.540, -0.290)
Se (-0.100, 3.627, 0.012)
Se (2.049, 3.399, 0.886)
Te (0.833, 3.440, 3.165)
Se (1.012, 1.035, 3.639)
C (4.215, -1.275, -3.346)
C (3.224, -0.524, -2.549)
C (2.219, 0.265, -3.062)
C (1.330, 0.948, -2.233)
N (1.487, 0.870, -0.874)
C (2.440, 0.066, -0.400)
S (2.441, 0.028, 1.308)
N (3.283, -0.609, -1.191)
C (0.197, 1.688, -2.832)
H (3.982, -1.219, -4.405)
H (4.250, -2.325, -3.044)
H (5.215, -0.858, -3.189)
H (2.111, 0.346, -4.134)
H (3.988, -1.202, -0.760)
H (-0.741, 1.196, -2.557)
H (0.271, 1.698, -3.916)
H (0.148, 2.707, -2.468)

Mulliken population analysis, charges in e, atoms 1 to 2: W 0.758; C -1.738


# 3
A cluster of 2 separate species, C14H15N2O4PS in total, computed with ωB97M-V/def2-TZVPD.

Its total energy is -1692.45135 Ha. Its total charge is 0. The structure (SMILES) is O=C1C=C(c2ccccn2)C(=O)C([PH2]=S)=C1O.CN(C)C=O. As for the HOMO energy: -8.9 eV. The LUMO energy is -0.05467 Eh. The orbital gap comes out at 7.37 eV.

Geometry (Å):
O (-0.799, -2.807, -0.424)
C (-0.865, -1.628, -0.684)
C (-2.149, -0.896, -0.833)
C (-2.249, 0.170, -1.633)
C (-3.469, 0.987, -1.802)
C (-4.715, 0.547, -1.348)
C (-5.806, 1.379, -1.483)
C (-5.638, 2.625, -2.066)
C (-4.361, 2.973, -2.490)
N (-3.304, 2.183, -2.364)
C (-1.008, 0.529, -2.414)
O (-1.025, 0.927, -3.552)
C (0.299, 0.245, -1.732)
P (1.652, 1.364, -2.070)
S (1.581, 2.976, -0.981)
C (0.368, -0.786, -0.885)
O (1.490, -1.185, -0.218)
H (-2.977, -1.276, -0.247)
H (-4.838, -0.435, -0.911)
H (-6.783, 1.063, -1.140)
H (-6.465, 3.310, -2.191)
H (-4.183, 3.938, -2.949)
H (2.790, 0.569, -1.904)
H (1.582, 1.561, -3.450)
H (1.670, -0.520, 0.461)
C (4.491, -0.320, 2.417)
O (4.613, 0.813, 2.835)
N (4.138, -1.378, 3.175)
C (4.004, -2.712, 2.629)
C (3.894, -1.157, 4.590)
H (4.658, -0.583, 1.357)
H (2.988, -3.087, 2.768)
H (4.700, -3.399, 3.114)
H (4.222, -2.693, 1.563)
H (3.086, -0.439, 4.734)
H (4.784, -0.756, 5.076)
H (3.624, -2.103, 5.053)

Mulliken population analysis, charges in e, atoms 1 to 2: O -0.524; C 0.073


# 4
The molecule C14H15NO2 at a distorted geometry, computed with ωB97M-V/def2-TZVPD.

Its total energy is -747.65905 Ha. Its total charge is 0. The energy above the lowest of the compared OMol25 structures with the same formula, charge and spin is 87.4 kJ/mol. The structure (SMILES) is Cc1onc([C@@H]2CCCO2)c1-c1ccccc1. As for the HOMO energy: -8.9 eV. The LUMO energy is 0.02944 Eh. The orbital gap comes out at 9.70 eV.

Geometry (Å):
N (1.495, 0.721, 2.778)
O (0.311, 0.562, 3.576)
O (2.571, -0.816, -0.021)
C (1.207, 0.464, 1.530)
C (-0.201, 0.155, 1.409)
C (-0.700, 0.268, 2.701)
C (-2.612, -0.948, -1.985)
C (-1.525, -1.737, -1.570)
C (-2.850, 0.256, -1.333)
C (-0.739, -1.357, -0.483)
C (-2.070, 0.652, -0.245)
C (-1.005, -0.184, 0.194)
C (-2.154, 0.111, 3.112)
C (2.939, -0.747, -1.382)
C (2.261, 0.487, 0.451)
C (2.123, 0.415, -1.975)
C (1.910, 1.326, -0.801)
H (-3.211, -1.276, -2.805)
H (-1.412, -2.657, -2.140)
H (-3.645, 0.932, -1.666)
H (0.075, -1.959, -0.054)
H (-2.321, 1.563, 0.297)
H (-2.560, 1.099, 3.285)
H (-2.696, -0.387, 2.303)
H (-2.228, -0.472, 4.059)
H (2.713, -1.675, -1.904)
H (3.985, -0.519, -1.474)
H (3.166, 0.890, 0.920)
H (2.683, 0.917, -2.772)
H (1.156, 0.081, -2.321)
H (2.477, 2.246, -0.883)
H (0.855, 1.591, -0.800)

Mulliken population analysis, charges in e, atoms 1 to 2: N -0.774; O -0.263


# 5
A structure of composition C14H15NTeTl at a distorted geometry, computed with ωB97M-V/def2-TZVPD.

Its total energy is -1037.47004 Ha. Its total charge is -1. The energy above the lowest of the compared OMol25 structures with the same formula, charge and spin is 129.0 kJ/mol. As for the HOMO energy (alpha / beta): -2.7 / -2.7 eV. The LUMO energy (alpha / beta) is 0.08827 / 0.08830 Eh. The orbital gap (alpha / beta) comes out at 5.15 / 5.13 eV.

Geometry (Å):
C (-3.052, -1.520, 0.262)
C (-3.146, -1.023, -1.068)
C (-2.940, 0.390, -1.024)
C (-2.717, 0.761, 0.342)
C (-2.788, -0.424, 1.134)
Tl (-0.424, -0.484, -0.464)
C (-0.115, -1.457, -2.615)
C (-0.284, -2.599, -1.935)
C (-0.376, -3.875, -1.562)
N (0.464, -1.856, 0.880)
H (-2.892, 1.056, -1.886)
H (-3.270, -1.619, -1.977)
H (-2.444, 1.763, 0.685)
H (-2.571, -0.486, 2.205)
H (-3.098, -2.574, 0.541)
H (-0.966, -1.000, -3.147)
H (0.687, -2.677, 1.432)
H (0.851, -0.917, -2.688)
H (-0.274, -4.706, -2.268)
H (-0.578, -4.162, -0.526)
Te (0.274, 2.017, -1.391)
C (1.606, 2.130, 0.225)
C (2.943, 2.377, -0.155)
C (3.888, 2.540, 0.864)
C (3.503, 2.446, 2.216)
C (2.164, 2.187, 2.565)
C (1.188, 2.025, 1.570)
H (3.186, 2.441, -1.220)
H (4.923, 2.743, 0.601)
H (4.251, 2.578, 3.002)
H (1.874, 2.115, 3.610)
H (0.137, 1.809, 1.793)

Mulliken population analysis, charges in e, atoms 1 to 2: C -0.305; C -0.763


# 6
A cluster of 2 separate species, C14H16 in total at a distorted geometry, computed with ωB97M-V/def2-TZVPD.

Its total energy is -543.05487 Ha. Its total charge is 0. The energy above the lowest of the compared OMol25 structures with the same formula, charge and spin is 47.2 kJ/mol. The structure (SMILES) is Cc1ccccc1.Cc1ccccc1. As for the HOMO energy: -8.8 eV. The LUMO energy is 0.03379 Eh. The orbital gap comes out at 9.74 eV.

Geometry (Å):
C (1.165, 1.176, 3.521)
C (-0.531, 1.918, 1.746)
C (0.758, 1.614, 2.142)
C (-0.794, 2.356, 0.449)
C (1.807, 1.813, 1.228)
C (0.187, 2.325, -0.513)
C (1.503, 2.138, -0.071)
H (-1.287, 1.746, 2.497)
H (-1.800, 2.602, 0.137)
H (1.194, 2.007, 4.222)
H (2.118, 0.653, 3.529)
H (2.802, 1.752, 1.653)
H (-0.012, 2.495, -1.553)
H (2.346, 2.272, -0.713)
H (0.496, 0.397, 3.894)
C (0.970, -1.573, -0.006)
C (-2.211, -2.077, -2.837)
C (-2.317, -2.661, -1.584)
C (-1.074, -1.365, -3.181)
C (-1.277, -2.517, -0.670)
C (-0.004, -1.275, -2.286)
C (-0.113, -1.840, -1.021)
H (-2.997, -2.194, -3.566)
H (-3.231, -3.149, -1.261)
H (-0.984, -0.825, -4.117)
H (-1.405, -2.823, 0.360)
H (0.848, -0.697, -2.632)
H (1.164, -2.331, 0.729)
H (0.752, -0.579, 0.381)
H (1.925, -1.356, -0.476)

Mulliken population analysis, charges in e, atoms 1 to 2: C -1.603; C -0.248


# 7
A cluster of 2 separate species, C14H16 in total at a distorted geometry, computed with ωB97M-V/def2-TZVPD.

Its total energy is -543.05935 Ha. Its total charge is 0. The energy above the lowest of the compared OMol25 structures with the same formula, charge and spin is 35.5 kJ/mol. The structure (SMILES) is Cc1ccccc1.Cc1ccccc1. As for the HOMO energy: -9.0 eV. The LUMO energy is 0.03440 Eh. The orbital gap comes out at 9.89 eV.

Geometry (Å):
C (-0.792, 2.616, -0.080)
C (2.406, 1.704, -2.801)
C (2.454, 2.849, -2.016)
C (1.256, 0.923, -2.766)
C (1.422, 3.137, -1.135)
C (0.211, 1.241, -1.912)
C (0.287, 2.339, -1.062)
H (3.214, 1.452, -3.469)
H (3.381, 3.406, -2.035)
H (1.162, 0.061, -3.416)
H (1.558, 3.957, -0.449)
H (-0.694, 0.645, -1.976)
H (-0.591, 2.245, 0.925)
H (-1.792, 2.299, -0.360)
H (-0.909, 3.693, 0.121)
C (-2.360, -2.304, 3.563)
C (0.139, -1.967, 0.077)
C (-0.995, -2.770, 0.057)
C (0.477, -1.292, 1.237)
C (-1.816, -2.876, 1.172)
C (-0.329, -1.415, 2.369)
C (-1.427, -2.254, 2.367)
H (0.672, -1.831, -0.835)
H (-1.296, -3.282, -0.851)
H (1.428, -0.809, 1.335)
H (-2.629, -3.592, 1.175)
H (-0.042, -0.836, 3.241)
H (-1.769, -2.134, 4.472)
H (-2.827, -3.266, 3.772)
H (-3.058, -1.477, 3.444)

Mulliken population analysis, charges in e, atoms 1 to 2: C -1.474; C -0.502